No. 1
97
Properties=species:S:1:pos:R:3:forces:R:3 method="wB97M-V/def2-TZVPD" relative_energy_ev=0.000 e_lumo_ev=-9.96 e_homo_ev=-16.5 orbital_gap_ev=6.581 total_charge=+3
As 0.3990 -0.1190 1.9974 -0.4 0.0 0.7
Ti 0.3448 -0.5436 -0.5274 1.0 0.0 -1.0
P -1.0134 1.3434 -1.4150 0.0 0.0 -0.2
F 6.2015 -0.6635 -2.0216 0.1 0.0 0.0
O -2.4447 -2.8750 -2.5737 0.0 -0.3 -0.1
N -0.8154 -1.7279 -1.6435 -0.1 -0.1 0.2
C -5.2091 0.0694 -2.8887 0.0 0.0 0.0
C 1.2549 3.9521 2.1052 0.1 0.0 0.1
C 0.4401 -3.5862 -0.5359 -0.2 0.0 0.1
C -1.7307 4.6559 0.7862 -0.1 0.0 0.0
C -1.1891 3.0449 -0.9084 0.1 0.0 0.2
C 1.2084 2.6152 1.7410 0.0 0.1 0.2
C 1.7779 -0.9076 3.0596 0.0 -0.1 -0.1
C 3.3291 -0.1240 0.0353 -0.1 -0.1 -0.3
C 0.1630 1.2817 -2.7895 0.0 0.0 0.0
C -3.5979 -1.2906 2.0714 0.0 0.0 0.0
C -1.4190 -3.8982 -2.3392 -0.1 0.2 -0.1
C -1.4293 -1.4211 3.8334 -0.1 -0.1 0.0
C -3.7496 -1.8560 3.3321 0.0 0.0 0.1
C 4.9419 -0.6315 -1.6404 0.0 0.0 0.0
C -0.5684 -3.9504 0.5514 0.0 -0.1 0.0
C 2.8306 -2.8467 3.9933 0.0 0.0 0.0
C 2.7267 -0.0802 3.6455 0.1 -0.1 0.1
C 4.6473 -0.1607 -0.3657 0.1 0.0 0.0
C -2.6721 -1.9165 4.2092 0.0 0.0 0.0
C -0.3292 3.5191 3.8739 0.0 0.0 0.0
C 1.3723 1.9693 -2.5982 -0.1 0.0 -0.1
C -2.6309 0.7485 -2.0016 0.1 -0.2 0.1
C 3.9669 -1.0686 -2.5322 0.2 0.0 0.0
C -4.2579 -0.9211 -2.6950 0.0 0.0 0.0
C -0.3829 2.1771 3.5174 0.1 0.2 0.0
C -2.9721 -0.6032 -2.2518 0.0 0.0 0.0
C -1.2764 -0.8600 2.5708 -0.1 0.1 0.0
C 1.4016 -4.7299 -0.8290 0.0 -0.1 0.0
C -4.8765 1.3875 -2.6423 0.0 0.0 0.0
C -2.3605 -0.7922 1.6927 0.0 -0.1 0.2
C 3.7883 -2.0264 4.5818 0.0 0.0 0.0
C 0.3987 1.7378 2.4577 0.1 0.0 -0.2
C -0.0983 0.6435 -4.0074 0.0 0.0 0.1
C 0.4883 4.4005 3.1733 0.0 0.0 0.1
C 2.3136 -0.5469 -0.8434 -0.5 0.0 0.1
C -3.5994 1.7198 -2.1914 -0.1 0.1 0.0
C -1.5243 3.3361 0.4134 -0.3 0.1 -0.1
C -0.2230 -3.0946 -1.8308 -0.1 0.2 0.0
C 1.8219 -2.2887 3.2221 0.2 0.0 0.1
C -1.2632 5.3742 -1.4749 0.0 0.1 0.0
C 2.6534 -1.0234 -2.1251 -0.1 0.1 0.2
C 3.7340 -0.6491 4.4126 0.1 0.0 0.0
C 2.0407 1.3809 -4.8250 0.0 0.0 0.0
C -1.5967 5.6698 -0.1541 0.0 0.0 -0.1
C 2.3018 2.0255 -3.6183 0.0 0.0 -0.1
C -1.0549 4.0605 -1.8599 0.0 0.1 0.0
C 0.8458 0.6906 -5.0203 0.1 0.0 0.0
C -2.0436 -1.7223 -2.1278 0.4 -0.1 0.1
H 4.2541 -1.4205 -3.5157 0.0 0.0 0.1
H -1.6326 2.5464 1.1475 -0.1 0.1 -0.1
H -2.7999 -2.3479 5.1948 0.0 0.0 -0.1
H 2.7671 1.4306 -5.6282 0.0 0.0 0.0
H 0.5302 5.4432 3.4651 0.0 -0.1 0.0
H -1.2355 -4.4016 -3.2806 -0.1 0.0 -0.1
H -1.8268 -4.6001 -1.6230 -0.1 0.0 0.1
H -0.7990 3.8325 -2.8878 0.0 0.0 0.0
H 0.5312 -3.0303 -2.6114 0.1 0.1 -0.1
H 1.8908 -1.3289 -2.8340 -0.1 0.0 -0.1
H -1.3003 -3.1645 0.7519 0.0 0.0 0.0
H -4.4438 -1.2282 1.3965 0.1 0.0 0.0
H 0.8416 -5.6033 -1.1798 0.1 0.0 0.0
H 3.2242 2.5771 -3.4818 0.0 0.0 0.0
H -1.1114 -4.8591 0.2874 0.0 0.0 0.0
H 1.5660 2.4871 -1.6673 0.0 0.0 0.1
H 2.6713 0.9940 3.5390 0.0 0.1 0.0
H 1.8063 2.2678 0.9090 0.1 -0.1 -0.1
H 0.6397 0.2159 -5.9727 0.0 0.0 0.1
H -0.0481 -4.1717 1.4810 0.0 0.0 0.0
H 1.0806 -2.7498 -0.1675 0.0 0.0 0.1
H -4.7142 -2.2460 3.6354 0.1 0.0 0.0
H -3.3709 2.7572 -1.9911 0.0 0.0 0.0
H -2.2601 -0.3267 0.7215 0.0 0.1 -0.2
H -4.5162 -1.9532 -2.8892 0.0 0.0 0.0
H -0.9235 3.8737 4.7074 0.0 0.0 0.0
H 1.8903 4.6412 1.5623 0.0 0.0 0.0
H 1.9416 -5.0257 0.0709 -0.1 0.0 0.0
H -1.7538 6.7010 0.1401 0.0 -0.1 0.0
H -5.6053 2.1738 -2.7972 0.0 0.0 0.0
H 4.4696 -0.0124 4.8880 0.0 0.0 0.0
H -0.5961 -1.4705 4.5205 0.0 0.0 0.1
H 4.5748 -2.4633 5.1845 0.0 0.0 0.0
H 5.4524 0.1556 0.2882 -0.1 0.0 -0.1
H 2.1353 -4.4625 -1.5928 0.0 0.0 0.0
H -6.2018 -0.1952 -3.2311 0.1 0.0 0.0
H -1.0468 0.1484 -4.1792 0.0 0.0 0.0
H -1.0191 1.4963 4.0660 0.0 -0.1 0.0
H 2.8642 -3.9181 4.1466 0.0 0.0 0.0
H -1.1702 6.1696 -2.2050 0.0 0.0 0.1
H 1.0605 -2.9191 2.7894 -0.1 -0.1 -0.1
H -1.9957 4.8920 1.8101 0.0 0.0 -0.1
H 3.1157 0.2171 1.0333 -0.1 0.1 0.2

***

No. 2
104
Properties=species:S:1:pos:R:3:forces:R:3 method="wB97M-V/def2-TZVPD" relative_energy_ev=0.000 e_lumo_ev=3.49 e_homo_ev=-1.5 orbital_gap_ev=4.997 total_charge=-2
Cs 0.8579 -0.3908 0.0849 -0.1 0.2 -0.1
Ge -0.0721 -0.0117 -3.7680 0.1 -0.1 0.0
S 1.7117 1.9389 2.7258 -0.1 0.1 0.0
S -1.1892 -0.0277 4.1389 -0.1 0.0 -0.1
S -4.1520 -2.2153 3.5790 0.0 -0.1 -0.1
S -2.6807 0.1719 0.9160 0.0 -0.1 0.0
F 1.7786 6.9935 -0.3782 0.0 0.0 0.0
F -0.1990 2.8442 0.5616 0.0 0.0 0.0
F 3.6995 4.2285 2.8838 0.0 0.0 0.0
F -0.1724 5.1291 -0.8063 0.0 0.0 0.0
F 3.7063 6.4935 1.4864 0.0 0.0 0.0
O 3.7071 -0.0935 -0.2562 0.2 0.1 0.0
N 4.8281 0.0843 0.3324 -0.1 0.0 -0.2
C -0.9015 1.3659 -8.3517 0.0 0.0 0.0
C -0.8141 3.4440 -6.4830 0.0 0.1 0.0
C 2.1833 -2.0330 3.0967 0.1 0.1 -0.1
C -2.5121 -5.3635 -0.1933 0.0 0.0 0.0
C -3.8982 -1.3077 -5.2046 0.0 0.0 0.0
C 4.8824 0.6722 1.5519 0.0 0.1 0.0
C -1.5242 -1.0797 -4.6967 -0.1 0.2 0.0
C -1.8651 -4.2811 -0.7998 0.1 0.0 0.0
C 1.7653 5.8443 0.3202 0.0 0.0 0.0
C -0.6273 -3.6929 -0.2445 0.0 0.1 0.1
C 6.0942 0.8682 2.1797 0.0 0.0 0.0
C 7.1979 -0.1341 0.3289 0.0 0.0 0.0
C -0.4064 1.8058 -4.6601 0.0 0.0 0.1
C -0.5390 4.2171 -4.2210 0.0 0.0 0.0
C -3.6271 -4.2355 -2.4711 0.0 0.0 0.0
C -3.6950 -5.8639 -0.7118 0.0 0.0 0.0
C -2.3733 -3.0142 -5.9128 0.0 0.0 0.0
C 2.7163 4.4027 1.9823 0.0 0.0 0.0
C -1.0394 3.7120 -7.8581 0.0 0.0 0.0
C 5.9748 -0.3095 -0.2769 0.0 -0.1 0.1
C -0.6355 2.1050 -6.0463 0.1 -0.1 0.0
C 1.0729 -2.6167 2.5202 0.0 -0.2 0.0
C -0.7593 4.4975 -5.5362 0.0 0.0 0.0
C -2.8444 -0.6137 -4.6300 0.1 0.0 0.0
C -3.2192 0.9952 2.4400 0.0 0.1 -0.1
C -2.9369 -2.1070 4.9112 0.0 -0.1 0.0
C -2.4419 -3.7337 -1.9497 0.0 0.0 0.0
C -3.1115 -2.3919 2.0854 0.1 0.0 0.1
C -3.5092 -1.4427 0.9675 -0.1 0.1 0.0
C -4.2640 -5.3025 -1.8517 0.0 0.0 0.0
C -3.6666 -2.5168 -5.8542 0.0 0.0 0.0
C -0.3682 2.8776 -3.7980 0.0 0.0 0.0
C -2.4566 -0.7021 5.2551 0.0 0.0 0.0
C 2.4713 -3.7008 0.8925 0.0 0.0 0.0
C 1.5157 -0.6334 -4.8706 0.0 0.0 0.0
C 0.7869 3.7200 0.8318 -0.1 0.0 0.0
C -0.6817 1.0832 -7.0330 0.0 0.0 0.0
C 3.4597 -2.2786 2.5869 0.0 0.0 0.0
C 2.7384 5.5839 1.2676 -0.1 0.0 0.0
C -1.3231 -2.2999 -5.3430 0.1 0.0 0.0
C 1.7393 3.4139 1.8116 0.1 -0.1 0.0
C 3.5808 -3.1139 1.4824 0.0 0.0 0.0
C -2.0739 1.3537 3.3760 0.1 0.0 0.0
C -0.0034 -4.1105 0.8635 0.0 0.0 0.0
C 0.7825 4.8960 0.1060 0.0 0.0 0.0
C 7.2755 0.4623 1.5800 0.0 0.0 0.0
C -1.0853 2.7014 -8.7741 0.0 0.0 0.0
C 1.1693 -3.4706 1.3874 -0.2 -0.1 0.3
H -2.1825 -3.9639 -6.4016 0.0 0.0 0.0
H 3.9251 0.9920 1.9554 0.0 -0.1 0.0
H 8.2291 0.6093 2.0681 0.0 0.0 0.0
H -3.1845 -3.4209 1.7397 0.0 0.0 0.0
H -2.0804 -2.2157 2.3803 0.0 0.0 0.0
H -3.3056 -0.0169 5.2743 0.0 0.0 0.0
H 2.3584 0.0310 -4.6617 0.0 0.0 0.0
H 4.3344 -1.8285 3.0403 0.0 0.0 0.0
H -2.4477 2.0055 4.1704 0.0 0.0 0.0
H -3.9540 0.3612 2.9328 0.0 0.0 0.0
H -0.2088 2.6910 -2.7402 0.0 0.0 0.0
H 1.3539 -0.6535 -5.9527 0.0 0.0 0.0
H -1.2598 2.9191 -9.8219 0.0 0.0 0.0
H -4.0449 -3.7866 -3.3646 0.0 0.0 0.0
H -2.0981 -2.7646 4.6781 0.0 0.0 0.0
H 2.0575 -1.3601 3.9387 0.0 0.0 0.0
H -2.0576 -5.7825 0.6971 0.0 0.0 0.0
H -1.9535 -2.8982 -2.4436 0.0 0.0 0.0
H -4.9071 -0.9124 -5.1455 0.0 0.0 0.0
H 4.5667 -3.3011 1.0664 0.0 0.0 0.0
H 0.0910 -2.4307 2.9399 0.0 0.0 0.0
H -0.4959 5.0158 -3.4894 0.0 0.0 0.0
H -0.2973 -2.8314 -0.8469 0.1 -0.1 -0.1
H 6.0811 1.3500 3.1477 0.0 0.0 0.0
H -3.2330 -1.8864 0.0091 0.0 0.0 0.0
H 8.0815 -0.4691 -0.1968 0.0 0.0 0.0
H -0.5509 0.0605 -6.7107 0.0 0.0 0.0
H -1.2879 1.8939 2.8426 0.0 0.0 0.0
H -4.4876 -3.0692 -6.2974 0.0 0.0 0.0
H -3.0439 0.3264 -4.1223 0.0 0.0 0.0
H 5.8266 -0.7644 -1.2435 0.0 0.0 0.0
H -0.8933 5.5190 -5.8777 0.0 0.0 0.0
H -4.1846 -6.6986 -0.2206 0.0 0.0 0.0
H 2.5876 -4.3504 0.0328 0.0 0.0 0.0
H -0.3162 -2.7022 -5.4101 0.0 0.0 0.0
H -3.4455 -2.5320 5.7807 0.0 0.0 0.0
H -0.9398 0.5615 -9.0769 0.0 0.0 0.0
H -1.1756 4.7436 -8.1676 0.0 0.0 0.0
H -5.1924 -5.6942 -2.2516 0.0 0.0 0.0
H -2.0217 -0.7152 6.2579 0.0 0.0 0.0
H 1.8082 -1.6369 -4.5477 0.0 0.0 0.0
H -3.7186 1.9194 2.1385 0.0 0.0 0.0
H -4.5903 -1.2880 0.9471 0.0 0.0 0.0